Entry 1:
Molecular formula: C21H20AsClN3O8S4SbTi
Method: DFT, ωB97M-V/def2-TZVPD

```
60
Properties=species:S:1:pos:R:3:forces:R:3:nbo_charge:R:1
Ti -0.652110 -0.295222 -0.291936 -0.3 -2.8 -1.2 1.182
O -4.813668 -1.314054 0.228150 -0.2 0.0 -0.1 -0.697
C -3.470603 -1.130034 0.332718 0.3 0.0 -0.1 0.655
O -2.835102 -0.661087 -0.671545 -0.1 -0.1 0.4 -0.744
C -2.808561 -1.470484 1.517137 0.0 0.0 -0.1 -0.009
C -3.312475 -2.073627 2.693466 -0.1 0.0 0.0 -0.253
C -2.425743 -2.392151 3.695225 0.0 0.0 0.0 -0.187
C -1.047751 -2.153153 3.549930 0.0 0.1 0.0 -0.318
C -0.625716 -1.552986 2.368133 -0.3 0.2 0.1 0.207
N -1.472313 -1.188970 1.410019 0.0 -0.1 1.0 -0.546
C 0.766516 -1.287907 1.897800 0.3 -0.7 -0.8 0.503
O 1.750686 -1.275024 2.874365 -0.2 0.3 0.1 -0.731
O 0.809645 -0.282147 1.026172 0.1 0.0 0.7 -0.829
H -5.031834 -1.010759 -0.663905 0.0 0.0 0.1 0.487
H -4.372507 -2.277843 2.772831 0.0 0.0 0.0 0.208
H -2.789897 -2.850491 4.609207 0.0 0.0 0.0 0.193
H -0.327054 -2.421981 4.309263 0.0 0.0 0.0 0.219
H 2.557946 -1.062829 2.378704 0.0 0.0 0.0 0.500
O -1.718200 4.580424 -3.245763 0.0 0.2 0.3 -0.690
C -1.897148 3.595511 -4.105030 0.1 -0.5 0.0 0.794
O -2.282524 3.808325 -5.229789 0.0 0.1 -0.1 -0.615
C -1.614016 2.197827 -3.634947 0.0 0.6 0.0 -0.273
C -1.647819 1.078114 -4.435315 -0.2 0.0 -0.3 0.194
Cl -2.048322 0.952207 -6.087295 0.0 -0.1 0.1 0.072
N -1.395931 -0.001352 -3.672542 0.1 -0.9 -0.7 -0.171
N -1.183934 0.354261 -2.418296 0.0 0.7 0.5 -0.219
C -1.304368 1.668555 -2.364683 -0.1 0.3 0.3 0.074
C -1.170769 2.321619 -1.005836 -0.1 -0.6 -0.1 0.806
O -1.127576 3.534559 -0.893381 -0.2 1.1 -0.4 -0.661
O -1.114802 1.518250 -0.014622 -0.5 2.0 0.0 -0.751
C -1.306446 -1.386824 -4.073184 0.0 0.5 0.1 0.204
C -0.615268 -1.737353 -5.218838 0.3 -0.1 -0.2 -0.199
C -0.543440 -3.074678 -5.575291 0.0 0.1 0.0 -0.222
C -1.140986 -4.046706 -4.781007 0.0 0.0 0.0 -0.216
C -1.806502 -3.675258 -3.624732 0.0 0.0 0.0 -0.188
C -1.898780 -2.334130 -3.270550 -0.3 -0.2 0.1 -0.222
H -1.441433 4.263034 -2.337833 0.0 -0.2 0.0 0.516
H -0.095692 -0.983024 -5.790339 0.0 0.0 0.0 0.242
H 0.010084 -3.357280 -6.462075 0.0 0.0 0.0 0.204
H -1.061742 -5.094103 -5.051261 0.0 0.0 0.0 0.200
H -2.245103 -4.423122 -2.977136 0.0 0.0 0.0 0.213
H -2.417161 -2.025466 -2.372839 0.0 0.0 0.0 0.265
S 3.553508 -0.308336 -0.706277 -0.1 0.0 0.0 -0.690
As 1.699771 -0.017554 -1.624702 1.0 -0.1 -0.3 0.717
S 0.118125 -2.585943 -0.841699 0.3 -0.2 0.0 -0.418
S 1.071414 -2.992170 0.934796 0.1 0.2 0.0 -0.055
S 1.899008 0.092049 -3.720743 -0.1 0.1 0.1 -0.770
C 1.328559 4.839589 2.055794 0.0 0.1 -0.1 -1.033
Sb 1.329011 2.773154 1.347780 0.3 0.1 0.3 1.154
C -0.014050 2.165136 2.918035 -0.1 0.0 -0.1 -0.997
C 3.063464 2.293211 2.545244 0.1 0.0 0.0 -1.015
H 1.469069 4.872147 3.140844 0.0 0.0 -0.1 0.198
H 0.370678 5.303286 1.796097 0.1 0.0 0.1 0.215
H 2.129539 5.410457 1.571936 -0.1 -0.1 0.1 0.205
H -0.095514 2.958290 3.664624 0.0 0.0 0.0 0.199
H 0.380506 1.258084 3.378395 0.0 0.0 0.0 0.228
H -0.994770 1.949392 2.494637 0.0 0.0 0.0 0.228
H 2.938455 2.665921 3.566032 0.0 0.0 -0.1 0.198
H 3.963986 2.724060 2.099017 -0.1 0.0 0.1 0.211
H 3.172362 1.206990 2.556437 0.0 0.1 0.0 0.227
```
Positions in Å, forces in eV/Å.

Calculated values
Lowest unoccupied orbital energy (alpha / beta), eV: 4.157 / 4.150
Total charge: -2
Max |F|, hartree/bohr: 0.0599
HOMO energy (alpha / beta), eV: -0.97 / -1.62
<S²>: 2.02
Total energy, Ha: -6957.1677
Spin multiplicity: 3
Energy above the lowest of the compared OMol25 structures with the same formula, charge and spin, eV: 1.1753
Frontier orbital gap (alpha / beta), eV: 5.126 / 5.772

Entry 2:
Molecular formula: C27H29MoN5O4S
Method: DFT, ωB97M-V/def2-TZVPD

```
67
Properties=species:S:1:pos:R:3:forces:R:3:mulliken_charge:R:1
Mo -1.436348 -0.184916 -1.151206 0.2 0.2 -0.6 0.951
C -1.464069 -2.216563 -2.332450 0.0 -0.1 0.0 -0.404
C -2.777495 -1.716921 -2.358827 -0.1 0.0 0.2 -0.877
C -2.779398 -0.485208 -3.052651 -0.1 -0.1 -0.1 -0.525
C -1.463858 -0.267098 -3.521241 0.0 0.1 0.0 -0.505
C -0.635624 -1.297285 -3.044451 0.0 0.0 0.2 -0.363
H -1.136762 -3.145729 -1.901002 0.0 0.0 0.0 0.757
H -3.646430 -2.202798 -1.951036 0.0 0.0 0.0 0.836
H -3.638736 0.142939 -3.228586 0.0 0.0 0.0 0.531
H -1.132802 0.602049 -4.063101 0.0 0.0 0.0 0.407
H 0.423574 -1.404724 -3.205750 0.0 0.0 0.0 0.476
O 1.118206 4.580348 0.233367 0.0 0.0 0.1 -0.641
C 0.851237 4.682649 -1.082131 0.0 0.0 -0.1 0.353
C 1.399185 5.771688 -1.761854 0.0 -0.1 0.1 -0.725
C 1.175533 5.930519 -3.112774 0.0 0.0 0.0 -0.359
C 0.406152 5.007840 -3.826076 0.0 0.0 0.0 -0.846
C -0.127337 3.928259 -3.166296 0.0 0.0 0.0 -0.523
C 0.081941 3.740738 -1.790926 0.0 0.0 0.0 0.580
C -0.458852 2.562083 -1.143722 0.1 0.2 0.1 1.181
O -1.022535 1.636513 -1.892024 0.0 -0.3 0.2 -0.913
N -0.420661 2.401281 0.153229 0.2 0.0 0.0 -1.415
N -1.014175 1.209711 0.447426 -0.3 0.0 0.3 0.412
C -1.257136 0.891166 1.661014 -0.1 0.0 -0.1 -0.614
C -2.079725 -0.290909 1.850248 -0.1 0.2 -0.1 0.875
C -2.470137 -0.715880 3.102278 -0.1 -0.1 -0.1 -0.903
C -3.448652 -1.701544 3.203985 0.1 0.1 0.0 -0.371
C -4.029010 -2.157939 2.041456 0.0 0.0 -0.1 -0.919
C -3.562598 -1.691196 0.815727 0.0 -0.1 0.1 -0.042
N -2.572767 -0.809426 0.691717 0.1 -0.1 0.2 0.272
H 0.578398 3.861563 0.614795 0.0 0.0 0.0 0.533
H 1.977989 6.488370 -1.195588 0.0 0.0 0.0 0.473
H 1.592850 6.788683 -3.622243 0.0 0.0 0.0 0.417
H 0.226469 5.148728 -4.881986 0.0 0.0 0.0 0.449
H -0.731755 3.207656 -3.698678 0.0 0.0 0.0 0.363
H -0.964578 1.530179 2.487019 0.0 0.0 0.0 0.457
H -2.038963 -0.264364 3.984606 0.0 0.0 0.0 0.454
H -3.766452 -2.068884 4.169686 0.0 0.0 0.0 0.520
H -4.831125 -2.881605 2.055936 0.0 0.0 0.0 0.482
H -4.003666 -2.064771 -0.092269 0.0 0.0 0.0 0.200
N 5.433558 1.317229 -0.362737 0.0 0.0 0.0 -0.237
C 4.214706 1.000338 0.478782 0.0 0.0 -0.1 -0.718
C 3.010090 1.801942 -0.008486 0.0 0.1 0.1 -0.448
N 2.467986 1.430556 -1.291367 0.1 -0.3 -0.1 -0.209
H 6.244128 0.757181 -0.091334 0.0 0.0 0.0 0.360
H 5.692730 2.303202 -0.280287 0.0 0.0 0.0 0.358
H 5.239340 1.125581 -1.348866 0.0 0.0 0.0 0.327
H 4.482958 1.232397 1.507902 0.0 0.0 0.0 0.375
H 4.051718 -0.071949 0.374884 0.0 0.0 0.0 0.373
H 3.246538 2.870238 -0.015614 0.0 0.0 0.0 0.498
H 2.231181 1.686854 0.748184 0.0 -0.1 0.0 0.103
H 2.193986 0.456384 -1.343012 0.0 0.0 0.0 0.067
H 3.014160 1.688073 -2.101510 -0.1 0.1 0.0 0.270
O 0.160607 -6.019818 4.811527 0.0 -0.1 0.0 -0.459
C -0.806523 -5.501090 4.039108 0.0 0.1 0.1 0.633
O -1.958547 -5.769787 4.225354 0.0 0.0 0.0 -0.527
C -0.393575 -4.529776 2.972285 0.1 0.0 -0.1 0.512
C -1.241790 -4.393857 1.880827 0.0 0.0 0.0 -1.017
C -0.984959 -3.451689 0.903391 0.0 0.0 -0.1 -0.356
C 0.107497 -2.596879 1.010320 0.0 0.2 0.3 1.070
S 0.472317 -1.301709 -0.144723 0.0 -0.1 -0.5 0.023
C 0.973416 -2.751865 2.093769 0.0 0.1 0.0 -0.924
C 0.732048 -3.715298 3.058484 -0.1 -0.1 0.0 -1.001
H 1.037904 -5.827015 4.460020 0.0 0.0 0.0 0.317
H -2.112219 -5.033732 1.819618 0.0 0.0 0.0 0.508
H -1.654865 -3.376746 0.061324 0.0 0.0 0.0 0.329
H 1.825716 -2.092834 2.197409 0.0 0.0 0.0 0.403
H 1.400005 -3.781133 3.909128 0.0 0.0 0.0 0.335
```
Positions in Å, forces in eV/Å.

Calculated values
Lowest unoccupied orbital energy (alpha / beta), eV: -7.054 / -6.968
Total charge: +2
Max |F|, hartree/bohr: 0.0128
HOMO energy (alpha / beta), eV: -13.02 / -13.04
Total energy, Ha: -2086.9165
Spin multiplicity: 1
Energy above the lowest of the compared OMol25 structures with the same formula, charge and spin, eV: 0.0000
Frontier orbital gap (alpha / beta), eV: 5.971 / 6.069

Entry 3:
Molecular formula: C5H11N
Method: DFT, ωB97M-V/def2-TZVPD

```
17
Properties=species:S:1:pos:R:3:forces:R:3:nbo_charge:R:1
C -0.297855 0.006319 -0.395600 -0.8 1.0 0.3 -0.188
C 1.034725 0.233845 0.349315 -0.6 -0.1 0.3 -0.479
C -0.291048 0.644210 -1.777106 0.0 -0.1 0.0 -0.602
C -0.653160 -1.470893 -0.449401 -0.3 0.3 0.2 -0.611
C 0.552435 0.719212 1.680007 0.7 1.0 0.5 0.162
N 0.265112 -0.075955 2.612652 0.2 -0.5 0.2 -0.649
H -1.054186 0.591917 0.245964 0.5 -1.1 -1.2 0.192
H -0.099709 0.349063 3.459601 -0.1 0.3 -0.2 0.342
H 1.571295 -0.708783 0.460847 0.2 0.2 -0.1 0.227
H 1.628548 1.000738 -0.146119 0.2 -0.1 0.0 0.211
H 0.428094 1.835025 1.737493 -0.1 -0.7 0.1 0.146
H -1.235655 0.464283 -2.284717 -0.1 0.0 -0.1 0.208
H 0.500774 0.214290 -2.389124 0.1 0.0 -0.1 0.201
H -0.133278 1.719787 -1.711165 0.0 0.1 0.0 0.205
H -1.630160 -1.619079 -0.909176 -0.1 0.0 0.0 0.206
H 0.081514 -2.014415 -1.038667 0.1 -0.1 -0.1 0.201
H -0.667446 -1.889565 0.555197 0.0 -0.1 0.0 0.228
```
Positions in Å, forces in eV/Å.

Calculated values
Lowest unoccupied orbital energy, eV: 1.151
Total charge: 0
Max |F|, hartree/bohr: 0.0322
HOMO energy, eV: -9.67
Total energy, Ha: -251.8390
Spin multiplicity: 1
Energy above the lowest of the compared OMol25 structures with the same formula, charge and spin, eV: 0.6392
Frontier orbital gap, eV: 10.821

Entry 4:
Molecular formula: C4H8
Method: DFT, ωB97M-V/def2-TZVPD

```
12
Properties=species:S:1:pos:R:3:forces:R:3:nbo_charge:R:1
C -0.843423 -0.293447 -2.403557 -0.6 -3.3 -1.5 -0.407
C 0.084619 0.063736 -1.337648 3.3 1.2 -0.4 -0.201
C -1.141193 -0.054189 -0.988286 0.4 1.1 3.1 -0.208
C 0.889838 0.176056 2.359580 -1.4 0.2 -0.9 -0.852
H -1.068758 0.303582 -3.268190 -0.4 0.7 0.0 0.186
H -0.904154 -1.395818 -2.648150 0.2 1.1 -0.3 0.160
H 1.165585 0.385655 -1.203117 -1.9 -0.7 0.1 0.233
H 0.778500 0.558111 1.326560 0.3 -0.1 0.6 0.212
H -1.537009 0.056888 0.026623 -1.1 -0.1 -1.0 0.237
H 0.304294 0.783404 3.024642 -0.2 0.7 0.2 0.211
H 1.894233 0.195728 2.703934 0.8 -0.4 0.1 0.215
H 0.377468 -0.779706 2.407607 0.5 -0.4 -0.1 0.214
```
Positions in Å, forces in eV/Å.

Calculated values
Lowest unoccupied orbital energy, eV: 1.161
Total charge: 0
Max |F|, hartree/bohr: 0.0706
HOMO energy, eV: -9.28
Total energy, Ha: -157.0708
Spin multiplicity: 1
Energy above the lowest of the compared OMol25 structures with the same formula, charge and spin, eV: 3.0800
Frontier orbital gap, eV: 10.443